Record 1
The following is a quantum chemistry calculation of a molecular structure, C43H65BBrEuF4N4O2P, from the OMol25 dataset.

Molar mass, g mol⁻¹: 1019.67
Net charge: -2
HOMO-LUMO gap (spin up / spin down), eV: 3.9 / 4.5
ΔE to the lowest compared entry with this formula, charge and spin, kcal per mole: 0.0
HOMO energy (spin up / spin down), eV: -0.4 / -1.0
Multiplicity: 8
E_LUMO (spin up / spin down), Ha: 0.12741 / 0.12741
Largest force on an atom, hartree/bohr: 0.0383
Total energy, eV: -165923.6478

XYZ file:
```
122
Properties=species:S:1:pos:R:3:lowdin_spin:R:1
H 2.8069 5.0929 -5.1280 0.00
C -3.7008 1.6604 2.0408 0.00
H -5.6788 2.0036 3.9257 0.00
H 1.6558 -4.6033 -3.6970 0.00
P 0.9082 2.3396 2.9640 0.00
H -1.7033 1.0409 -1.6597 0.00
H 3.7910 -3.7021 -4.7369 0.00
C 1.4386 -1.1979 -4.2950 0.00
C -5.8760 0.9346 4.0031 0.00
N 2.7583 0.0868 0.7980 -0.01
H -0.5298 4.2372 3.3987 0.00
H -2.9316 -5.3015 2.3114 0.00
H -3.4206 -5.0363 0.6279 0.00
C -2.3766 1.7753 1.6610 0.00
H 1.7098 -1.3418 -0.8976 0.00
H -6.8962 0.7996 4.3732 0.00
C 2.7109 2.2451 3.4267 0.00
H -4.2711 2.5643 2.2122 0.00
C 3.4475 -2.6868 -4.4980 0.00
H 4.9309 2.4968 -6.0192 0.00
H -1.5347 1.5533 5.8371 0.00
C 3.7375 -0.5043 1.1178 0.00
H 1.7616 -0.5440 -5.1040 0.00
H -1.4743 -6.7631 -0.8193 0.00
C 1.8542 1.7172 -3.3352 0.00
H 5.0232 -2.3345 -3.0622 0.00
C 0.9494 -2.3832 1.2962 0.00
H 1.5818 -2.9519 -5.5553 0.00
H -2.7362 -3.0970 1.0600 0.00
C -1.6746 -2.9292 1.1604 0.00
C -0.4572 -6.4292 1.7089 0.00
C -2.7596 -5.6103 1.2782 0.00
H -6.5528 0.3904 0.6487 0.00
C 1.1313 5.4511 -2.9697 0.00
C -1.2873 -5.4323 0.8903 0.00
C 1.9484 -0.6972 -2.9247 0.00
F -1.7069 3.9105 -2.2556 0.00
H -0.4872 -6.1812 2.7718 0.00
C -6.6298 0.9023 1.6094 0.00
F -2.5174 4.5493 -0.1906 0.00
C 1.8064 -3.1156 -2.1210 0.00
H 0.1778 4.3093 1.7845 0.00
C -0.8030 -4.0063 1.1152 0.00
C 1.4060 5.1946 3.2955 0.00
C 3.0323 2.9561 -5.1043 0.00
H -1.5109 0.8036 4.2354 0.00
H 0.8069 1.1205 5.0534 0.00
F -0.7956 3.0144 -0.3165 0.00
C 0.4070 4.1364 2.8367 0.00
C 3.9289 -2.2763 -3.1021 0.00
C -6.1132 -1.2264 2.7943 0.00
H -6.3581 1.9460 1.4524 0.00
C 2.5311 4.1612 -4.6402 0.00
C -2.1063 -0.4733 1.5120 0.00
C 1.9173 -2.6308 -4.5602 0.00
H 2.6316 2.5485 5.6052 0.00
H 1.0173 6.1902 3.0624 0.00
C -1.1962 -1.6246 1.3021 0.00
H 0.0687 5.3569 -2.7421 0.00
H 3.1382 0.8642 -4.8892 0.00
C 1.3337 -3.5713 -3.5031 0.00
H 3.8732 -2.0072 -5.2448 0.00
H 3.7668 -0.5400 -1.8032 0.00
H 3.9888 -0.1552 -3.4974 0.00
H 1.2821 6.2861 -3.6591 0.00
Eu 0.8852 1.2239 0.0366 7.01
H 4.2482 2.4090 4.9201 0.00
H 0.3432 -1.1666 -4.2781 0.00
H 0.5006 2.8399 5.3251 0.00
H 4.1266 3.9194 -6.6966 0.00
O -1.0099 0.3779 -1.5478 0.00
H 1.5835 5.1458 4.3720 0.00
C 1.3638 -1.6676 -1.8805 0.00
H 0.2391 -3.5496 -3.5480 0.00
H -6.0364 -1.7561 1.8430 0.00
C -1.1227 -5.7495 -0.6053 0.00
H -5.1817 0.5147 4.7337 0.00
H -0.8586 -7.4370 1.5781 0.00
H -0.0747 -5.6746 -0.9001 0.00
F -2.9346 2.4362 -1.0107 0.00
H 2.8923 1.1662 3.4022 0.00
H -5.4896 -1.7348 3.5322 0.00
O 4.7164 -1.1334 1.4468 0.00
H -1.6942 -5.0449 -1.2117 0.00
C 2.7028 1.7611 -4.4722 0.00
H 3.5463 2.2928 -7.0939 0.00
H 3.3375 3.8984 4.7064 0.00
C 0.5526 -3.7073 1.2224 0.00
C 1.6642 4.1650 -3.5415 0.00
H 1.6509 5.6645 -2.0315 0.00
H -1.9349 2.7595 1.5638 0.00
H 2.0029 -2.1335 1.3292 0.00
C -5.7072 0.2407 2.6427 0.00
H 1.3122 -4.4770 1.2098 0.00
H -7.1508 -1.2856 3.1307 0.00
C -3.4268 -0.6766 1.9183 0.00
C 0.2504 1.9877 4.6857 0.00
C 3.3308 -3.2070 -2.0473 0.00
N -1.5816 0.7483 1.3921 0.00
H 3.2686 2.6575 2.5879 0.00
H 0.5839 -6.4471 1.3882 0.00
H -1.8353 2.5307 4.3991 0.00
C 1.3281 2.9737 -2.9412 0.00
B -2.0205 3.5147 -0.9670 0.00
H 3.6620 -4.2414 -2.2116 0.00
H -7.6688 0.8596 1.9481 0.00
H 3.6762 -2.8965 -1.0557 0.00
Br 2.5369 3.4537 0.1673 -0.01
C 3.4840 -0.8387 -2.8170 0.00
H 0.2712 -1.6169 -1.8960 0.00
C 3.2477 2.8140 4.7441 0.00
C -4.2614 0.3979 2.1875 0.00
C -1.2444 1.7028 4.7920 0.00
N 0.1119 -1.3534 1.3148 0.00
H 0.6308 2.9936 -2.1120 0.00
H -0.3212 0.5357 -2.2530 0.00
H 1.3603 -3.7565 -1.3500 0.00
N 1.4864 0.6428 -2.5733 -0.01
H -3.7869 -1.6862 2.0389 0.00
H 2.3463 5.0703 2.7582 0.00
C 3.9602 2.9172 -6.2966 0.00
H -3.0351 -6.6628 1.1822 0.00
```

=====

Record 2
The following is a quantum chemistry calculation of 15 unconnected molecules or ions with the total composition C43H65N16, from the OMol25 dataset.

Molar mass, g mol⁻¹: 806.11
Net charge: -1
HOMO-LUMO gap, eV: 4.2
ΔE to the lowest compared entry with this formula, charge and spin, kcal per mole: 0.0
HOMO energy, eV: -2.8
E_LUMO, Ha: 0.04889
Largest force on an atom, hartree/bohr: 0.1430
Total energy, eV: -69474.6416

XYZ file:
```
124
Properties=species:S:1:pos:R:3:mulliken_charge:R:1
H 3.7609 5.3071 -5.0018 -0.07
C 1.3620 -4.0920 8.6177 0.23
C -0.3846 6.0265 3.4899 0.39
H 3.5645 -10.0228 1.8311 0.20
C -1.2381 5.7368 -0.1357 -0.35
H -5.1485 1.4467 -2.0312 0.18
H -1.9649 -1.0500 2.8568 0.30
C -3.2054 -5.8800 9.0959 -0.82
H -1.6357 5.9238 5.2007 0.28
C 1.2812 2.9549 -0.8975 0.65
H -3.5534 -0.5065 -4.7987 0.23
H 8.4962 2.1362 -8.0656 0.32
H -1.7832 10.7779 -0.4033 0.26
C -1.7198 10.4958 -1.4561 -0.84
C -3.1159 -2.2417 1.5297 0.49
H -5.2166 1.9967 -3.8134 0.41
H -2.3801 -6.3050 9.6710 0.27
N -3.6560 6.6934 -0.3993 -0.67
N 1.9653 -3.7132 9.5204 -0.40
C -3.1659 0.5568 -4.7371 -1.26
C 1.4715 -10.3236 1.6279 0.49
H -5.5284 4.8765 1.6868 0.31
H -3.3239 -1.8759 3.6081 0.38
H -3.8243 1.1886 -5.4176 0.41
H -0.4919 6.5333 -0.1254 0.40
C -4.5747 1.9364 -2.8692 -0.85
H 2.9018 -5.9240 -1.7733 0.11
H 1.2125 -4.6535 6.5752 0.29
N -3.2090 -2.9264 0.6106 -0.51
C 4.2548 6.1648 -4.5388 -0.24
C -0.1604 -7.5524 3.2266 -0.39
C -3.2411 1.1252 -3.2341 0.00
H -3.9895 -6.6377 9.0431 0.29
C -2.1779 0.9458 -2.3209 0.28
C 3.7493 -6.2020 1.8196 -0.79
H 2.4483 1.2569 0.0431 0.44
H 5.3262 6.0599 -4.7232 0.27
H -0.9998 0.2152 0.2723 0.27
C -6.5573 -1.7464 2.4232 0.39
C 0.5934 -4.5749 7.4700 -0.60
N 2.5717 3.5196 -1.3305 -0.98
C 2.3641 -3.8784 -1.9557 0.42
N 3.5332 -7.7425 -0.2820 -0.49
C 2.4362 2.9572 -5.1873 -0.48
N 2.4038 -2.7803 -1.5944 -0.39
H -1.4059 11.3814 -2.0124 0.31
H -2.0879 0.6572 -5.0704 0.28
H -4.3044 3.0166 -2.6165 0.11
N -0.0714 8.5036 -1.8161 -0.33
H 5.6925 2.0861 -4.7838 0.22
H 0.7554 1.4422 0.6888 0.32
H 0.1692 -5.5627 7.6577 0.21
C 0.7481 0.3384 -1.2296 1.47
H -3.6024 -5.0398 9.6688 0.27
N -6.0981 -0.8283 2.9392 -0.41
H 3.1496 -5.2953 1.7147 0.27
H 0.5689 0.8285 -2.2404 0.21
H -2.7294 10.2440 -1.7869 0.27
C 7.8755 2.9848 -6.2229 0.39
H -1.4466 -1.1622 -2.5337 0.29
C -2.7717 -5.4631 7.7629 0.36
H -6.4729 4.3369 0.3043 0.31
H 1.2820 -5.6520 -2.4021 0.26
H 0.4552 2.9695 -1.6789 -0.59
C 2.8760 3.1983 -2.6507 0.87
H -1.9619 4.6956 3.9837 0.24
C 1.8857 3.3190 -3.8528 0.03
H -0.2353 -3.9069 7.2317 0.29
H -5.1377 5.4667 0.0726 0.31
H 5.0719 2.6116 -2.3433 0.21
C -4.5438 3.4652 0.4482 0.39
N 3.7057 2.5479 -5.5745 -0.61
C -0.5676 -0.3271 -0.6223 -0.85
H -3.6040 -0.4708 2.5896 0.25
H -0.7692 -8.1393 3.9172 0.29
N 0.9148 -5.4861 4.4072 -0.45
H -7.7860 -2.6278 0.9356 0.26
H 1.7838 -1.5536 -0.5559 0.32
H -6.3624 -3.5708 1.3595 0.27
C 1.8810 -0.8067 -1.3843 -1.17
H 2.9060 -0.3150 -1.3972 0.10
N 0.2286 6.6229 2.7229 -0.37
C -0.7961 9.3806 -1.6577 0.35
H 8.1392 0.9620 -6.8047 0.26
H 2.9357 -11.3981 2.7294 0.31
N -2.4297 -5.1353 6.7160 -0.34
C 2.8329 -10.8326 1.8010 -0.77
C -7.1367 -2.9159 1.7646 -0.79
H -7.7366 -3.5096 2.4573 0.29
H -2.6422 -0.9100 -1.1728 0.24
N 3.3363 8.4263 -5.4728 -0.45
C -1.1659 5.2673 4.4656 -0.78
H -0.5421 4.5584 5.0135 0.27
C 4.6335 2.4086 -4.5382 -0.07
H 4.1021 6.0826 -3.4607 0.24
C -2.9966 -1.3708 2.6972 -0.89
C -2.5909 6.2709 -0.2835 0.34
H 3.1204 -11.4968 0.9839 0.29
H -1.1259 5.1758 0.7933 0.15
C 1.3863 1.4792 -0.2711 -1.31
H 1.7050 -1.3247 -2.3659 0.22
N 0.4020 -9.9244 1.4912 -0.47
H 6.8259 1.7936 -7.6290 0.28
H -1.5723 1.8590 -1.9955 0.02
C 3.7405 7.4309 -5.0613 0.27
H -0.3093 -1.3905 -0.2989 0.23
H -0.8062 -7.2519 2.3995 0.31
H 3.4154 -6.7073 2.7283 0.21
H 0.8193 3.6648 -3.6903 0.14
H 2.6816 -5.3752 -3.4298 0.28
C -1.7517 -0.4407 -1.7003 -0.56
H -0.9799 5.0617 -0.9546 0.05
H 1.6800 3.0319 -6.0405 0.20
C 3.6292 -7.0665 0.6443 0.46
C 0.4394 -6.3952 3.8886 0.32
C 2.3048 -5.2683 -2.4104 -0.86
C -5.4619 4.5849 0.6364 -0.90
N 7.9070 3.8199 -5.4345 -0.40
H 0.5978 -8.2169 2.8193 -0.17
C 7.8326 1.9217 -7.2253 -0.81
C 4.2598 2.7159 -3.1322 -0.66
N -3.8170 2.5871 0.3003 -0.34
H 4.7825 -5.8898 1.9831 0.35
H 0.9100 3.6256 -0.0401 0.06
```